Formula: C10H9N5PtSeTe4
Source: the OMol25 dataset
Level of theory: ωB97M-V with the def2-TZVPD basis set

Structure (XYZ):
```
30
Properties=species:S:1:pos:R:3:forces:R:3:mulliken_charge:R:1
Pt -1.546854 -0.929300 -0.011466 0.0 -0.1 -0.6 0.31
Te -3.164580 -1.654129 -2.030754 0.4 0.0 0.9 -0.19
Te -2.524256 -4.272862 -1.688521 -0.1 0.1 -0.2 -0.21
Te -2.505322 -4.273198 1.036413 -0.1 -0.6 0.2 -0.16
Te -3.063100 -1.733597 1.896607 -0.4 -1.3 -0.8 -0.12
Se -2.716001 1.360730 4.167379 0.2 -0.1 -0.2 0.29
N -1.168843 2.221132 4.217739 -0.1 0.1 0.0 -0.81
C -0.431191 1.735096 3.238417 0.0 -0.3 -0.1 0.79
C 0.883278 2.158453 2.898680 0.1 0.0 0.0 -0.52
C 1.532526 1.460110 1.934248 0.3 0.2 0.2 -0.59
C 0.913206 0.368830 1.272888 -0.1 -0.4 0.1 -0.21
N -0.323037 -0.009389 1.483478 -0.1 0.5 -0.4 -0.37
C -1.006016 0.664643 2.458963 -0.4 0.1 0.5 0.69
N -2.241939 0.314550 2.794794 0.3 1.6 0.4 -0.47
H 1.335856 2.994931 3.413565 0.0 0.0 0.0 0.46
H 2.544665 1.724141 1.659284 0.0 -0.1 0.0 0.40
H 1.472133 -0.234407 0.568656 0.0 0.2 -0.2 0.51
N 0.802636 -2.359171 -1.632867 0.0 0.0 0.1 -0.28
C 0.803217 -1.054086 -1.981397 -0.1 0.0 0.0 0.97
C 1.840918 -0.486326 -2.747072 0.0 0.0 0.0 -0.88
C 1.838374 0.862311 -2.986823 0.0 0.0 0.0 -0.30
C 0.793881 1.654835 -2.502142 -0.1 0.0 0.0 -0.79
C -0.202415 1.034478 -1.792736 0.2 -0.1 -0.1 -0.25
N -0.194898 -0.284666 -1.516796 0.1 0.3 0.3 -0.14
H 1.411786 -2.996280 -2.114248 0.0 0.0 0.0 0.27
H -0.054144 -2.751525 -1.253957 0.0 -0.1 -0.1 -0.06
H 2.625877 -1.127393 -3.125659 0.0 0.0 0.0 0.38
H 2.640783 1.310533 -3.559093 0.0 0.0 0.0 0.39
H 0.758897 2.719233 -2.681090 0.0 0.0 0.0 0.43
H -1.055438 1.582322 -1.416490 0.0 0.0 0.1 0.45
```
Positions in Å, forces in eV/Å.

## Properties
LUMO level (alpha / beta) ... -2.09 / -2.09 eV
Kohn-Sham gap (alpha / beta) ... 3.96 / 3.97 eV
Calculated total energy ... -115733.0221 eV
Energy relative to the best compared isomer or geometry (same formula, charge and spin) ... 0.266 eV